# 1
C31H39CrN5O2P2 as an isolated structure in a non-equilibrium geometry. Source: the OMol25 dataset; level of theory: ωB97M-V with the def2-TZVPD basis set.

Structure (XYZ):
```
80
Properties=species:S:1:pos:R:3:forces:R:3:lowdin_charge:R:1
Cr -0.436213 0.780291 1.849396 4.375 -0.187 3.189 0.30
C 4.670313 0.080885 -1.824968 -0.617 0.217 0.043 -0.11
C 3.370085 0.390862 -1.930330 0.570 0.047 -0.209 -0.11
C 2.272225 -0.634029 -1.987260 -0.216 0.300 -0.196 -0.19
C 2.323882 -1.747826 -0.928126 -0.424 0.247 0.138 -0.20
C 2.659072 -3.129020 -1.386025 0.356 -0.485 0.044 -0.10
C 3.635325 -3.385432 -2.261739 -0.518 -0.052 0.325 -0.12
C 4.487269 -2.306134 -2.855479 0.818 0.106 -0.228 -0.20
C 5.188744 -1.346505 -1.837586 0.405 0.180 -0.218 -0.18
C -0.572759 -0.152001 3.691630 -0.186 -0.298 0.502 -0.22
H 5.402846 0.891896 -1.740482 -0.198 -0.318 -0.123 0.10
H 3.039919 1.432998 -2.058447 0.521 -0.440 0.305 0.07
H 2.234873 -1.044841 -3.007722 -0.319 0.051 0.315 0.12
H 1.334370 -0.090753 -1.829855 0.068 -0.142 -0.211 0.07
H 3.002734 -1.460038 -0.116289 -0.234 -0.044 -0.121 0.10
H 1.323555 -1.756103 -0.479774 0.279 -0.247 0.130 0.08
H 2.110300 -3.920190 -0.854315 0.306 0.117 -0.524 0.10
H 3.917044 -4.397896 -2.552143 -0.336 0.082 0.213 0.10
H 3.964592 -1.697901 -3.602917 0.037 -0.177 0.146 0.10
H 5.278126 -2.815855 -3.424790 -0.114 0.207 0.157 0.10
H 5.196318 -1.757752 -0.810504 -0.020 0.000 -0.478 0.12
H 6.237819 -1.295253 -2.168899 -0.221 0.028 0.344 0.10
H -0.109635 -1.153274 3.545680 -0.263 0.571 0.181 0.01
H -1.605725 -0.271170 4.045209 0.339 0.057 0.047 -0.03
H 0.010448 0.399527 4.444263 -0.299 -0.109 -0.284 0.01
P -1.696577 -1.088676 1.166291 -3.001 -3.375 -1.439 1.07
P -0.581781 2.307916 0.041519 -1.861 3.163 -5.179 1.15
N -1.561088 -2.568099 0.262292 0.031 -0.507 -0.289 -0.24
N -3.318538 -1.494249 1.764150 -0.028 0.678 0.674 -0.20
N -0.626858 1.986524 -1.743891 -0.082 -0.546 0.088 -0.25
N -1.427799 3.941227 -0.332873 0.152 -0.102 1.260 -0.21
C -2.232852 0.014211 -0.162417 -0.119 -0.445 -0.434 -0.39
C -2.126673 1.399501 0.469849 -0.793 0.241 0.803 -0.43
C -0.988613 -3.753434 0.740085 -0.205 -0.063 -0.800 -0.12
C -1.362142 -4.793460 -0.093855 -0.018 0.871 0.302 -0.08
C -2.238524 -4.253107 -1.096823 0.025 1.160 0.696 -0.07
C -2.390122 -2.903314 -0.823002 0.907 -0.882 -0.007 -0.14
C -3.654246 -1.685880 3.102602 -0.934 -0.079 -0.357 -0.13
C -5.018128 -1.910269 3.192217 0.694 0.185 -0.517 -0.08
C -5.557715 -1.851655 1.859176 1.622 0.126 -0.154 -0.07
C -4.487145 -1.614787 1.003445 -0.626 0.059 1.348 -0.14
C 0.409031 2.105437 -2.668805 -0.456 0.022 -0.545 -0.16
C -0.062360 1.802340 -3.940424 0.077 -0.043 1.175 -0.08
C -1.431284 1.416291 -3.801700 -0.175 0.704 1.218 -0.07
C -1.771361 1.625270 -2.471233 0.614 -0.529 -0.655 -0.18
C -1.894118 4.505952 -1.530489 -0.366 0.085 0.158 -0.13
C -2.841127 5.487420 -1.246036 1.065 -1.034 0.599 -0.08
C -2.939283 5.558483 0.183694 0.526 -0.699 -0.087 -0.09
C -2.075887 4.607246 0.703172 -0.260 0.409 -0.560 -0.17
H -3.249851 -0.164305 -0.539875 0.481 0.088 0.196 0.08
H -1.541712 -0.170934 -0.998726 -0.144 0.306 0.299 0.08
H -3.026900 2.022255 0.337409 0.480 -0.143 0.002 0.12
H -2.052802 1.300690 1.648017 -1.814 0.593 -1.221 0.06
H -0.359816 -3.728430 1.623077 -0.045 -0.049 -0.243 0.11
H -1.050407 -5.823023 0.001200 -0.004 0.116 0.020 0.09
H -2.722631 -4.759584 -1.919867 0.095 -0.071 0.170 0.10
H -3.006504 -2.160258 -1.310316 0.343 -0.231 -0.056 0.09
H -2.891475 -1.644594 3.866476 -0.214 -0.096 -0.116 0.09
H -5.561920 -2.088587 4.106933 0.033 -0.004 -0.065 0.09
H -6.580353 -1.977957 1.546200 -0.010 -0.035 0.058 0.09
H -4.484920 -1.510865 -0.063214 -0.116 -0.080 0.051 0.08
H 1.388154 2.413438 -2.344273 -0.065 0.066 -0.042 0.09
H 0.486636 1.851684 -4.867455 0.151 -0.086 0.160 0.10
H -2.101582 1.050576 -4.573957 0.160 0.260 0.193 0.10
H -2.711926 1.471034 -1.968464 0.065 0.169 -0.244 0.10
H -1.506870 4.194699 -2.490584 -0.086 -0.057 0.183 0.10
H -3.399378 6.067835 -1.970496 0.276 -0.064 0.103 0.09
H -3.556659 6.239004 0.750607 0.055 -0.112 0.024 0.09
H -1.838121 4.340711 1.717509 -0.066 0.107 0.234 0.10
O 1.881424 -0.707884 1.761742 0.170 0.950 0.336 -0.02
C 2.269211 0.336727 2.309979 -0.092 -0.231 0.194 -0.51
C 3.684076 0.656695 2.768402 -0.040 -0.218 -0.219 -0.08
C 3.545664 1.977427 3.512551 -0.182 0.403 -0.087 -0.08
C 2.064817 2.378530 3.339357 -0.405 -0.523 -0.303 -0.46
O 1.513735 3.374242 3.773250 0.471 -0.727 -0.399 0.05
N 1.435100 1.361984 2.603395 -0.261 0.612 -0.226 0.00
H 4.074972 -0.153928 3.385870 0.008 0.003 -0.169 0.12
H 4.308294 0.764492 1.872855 -0.036 -0.211 0.178 0.12
H 3.761866 1.880271 4.584767 0.058 0.261 -0.324 0.12
H 4.169542 2.752680 3.042158 -0.166 -0.101 0.527 0.12
```
Forces are in eV/Å.

Summary:
**Spin multiplicity**: 5
**⟨S²⟩**: 6.09
**E_HOMO (alpha / beta)**: -8.49 / -8.49 eV
**Frontier orbital gap (alpha / beta)**: 7.4663 / 7.1865 eV
**Total charge**: 0
**Relative energy (zero: lowest compared OMol25 entry of this formula, charge and spin)**: 61.99 kcal per mole

# 2
C27H32F3N5OPReS as an isolated structure. Source: the OMol25 dataset; level of theory: ωB97M-V with the def2-TZVPD basis set.

Structure (XYZ):
```
71
Properties=species:S:1:pos:R:3:forces:R:3:lowdin_charge:R:1
Re -0.647228 -0.643039 -0.222923 0.149 -0.120 0.028 0.96
C -5.498274 2.301208 0.516723 -0.011 -0.005 0.008 -0.05
C -4.704901 1.832836 1.725183 0.006 -0.016 0.016 -0.21
N -3.332729 2.383487 1.750870 0.058 0.013 -0.030 -0.07
C -3.166536 3.734733 2.358741 -0.004 -0.005 -0.016 -0.15
C -2.992512 4.830473 1.320129 0.008 -0.006 -0.006 -0.05
C -2.289513 1.769667 1.259749 0.080 0.013 0.020 -0.57
S -2.593160 0.139623 0.556697 -0.224 0.058 0.047 0.74
N -1.091082 2.347262 1.381159 0.029 -0.029 -0.026 0.15
C 0.031709 2.046480 0.804445 -0.178 -0.026 0.061 -0.34
O 0.158297 1.112978 -0.146514 0.126 0.042 -0.093 -0.30
C 1.242050 2.790104 1.114987 -0.045 -0.001 0.000 -0.15
C 2.482710 2.376387 0.614471 0.012 0.014 0.010 -0.02
C 3.623497 3.086571 0.930931 0.007 -0.018 -0.007 -0.04
C 3.535001 4.217061 1.737293 -0.005 0.008 0.006 -0.02
C 2.306832 4.635376 2.235966 -0.007 -0.005 -0.005 -0.03
C 1.162068 3.924636 1.931531 0.029 0.008 0.016 0.01
H -6.480421 1.831027 0.533284 -0.003 0.005 -0.001 0.10
H -5.002882 2.025164 -0.415225 0.002 -0.004 -0.001 0.07
H -5.646982 3.379360 0.527569 0.008 0.004 0.001 0.08
H -4.647967 0.746653 1.768593 -0.007 0.005 -0.005 0.08
H -5.174324 2.155671 2.652171 -0.010 -0.006 -0.005 0.13
H -2.309532 3.684107 3.026914 -0.009 0.006 0.008 0.12
H -4.058692 3.899063 2.957462 0.000 0.014 -0.003 0.13
H -2.079035 4.688474 0.743880 0.001 0.007 0.005 0.07
H -2.925340 5.790487 1.830564 0.002 -0.001 0.004 0.10
H -3.837888 4.877736 0.635772 -0.009 -0.002 0.008 0.08
H 2.550703 1.493684 -0.006525 -0.003 -0.001 -0.001 0.10
H 4.585675 2.765325 0.556625 0.000 0.006 -0.005 0.12
H 4.430058 4.774468 1.979335 0.002 -0.001 0.001 0.13
H 2.247415 5.514971 2.861511 -0.001 0.000 0.003 0.12
H 0.203028 4.239070 2.317276 -0.003 0.003 -0.007 0.11
C -0.628186 -0.422130 -5.599830 0.006 -0.029 -0.005 -0.08
N -0.180628 -1.797587 -5.051241 -0.016 0.000 -0.004 -0.06
C 1.361659 -1.858526 -5.119505 -0.006 -0.010 -0.001 -0.08
N 1.928525 -0.759400 -4.420101 0.010 -0.013 -0.036 -0.14
C 1.466818 0.512066 -4.979116 0.006 0.009 0.001 -0.12
N 0.010584 0.626060 -4.885253 0.002 -0.009 0.009 -0.14
C -0.463782 0.788717 -3.517457 0.008 0.025 0.010 -0.25
P -0.002551 -0.704820 -2.524192 -0.030 0.002 -0.001 0.91
C -0.673858 -2.015293 -3.649945 0.007 0.002 0.008 -0.21
C 1.791532 -0.835779 -2.972829 -0.056 0.006 0.043 -0.25
H -1.713210 -0.380626 -5.513289 0.003 0.011 -0.003 0.15
H -0.337147 -0.412691 -6.649833 -0.007 0.014 0.002 0.16
H -0.567588 -2.529402 -5.653594 0.011 -0.004 0.000 0.19
H 1.615359 -1.819704 -6.178415 0.013 0.001 0.005 0.16
H 1.665783 -2.816154 -4.698806 0.002 0.003 -0.002 0.15
H 1.759458 0.565801 -6.027515 0.004 0.001 0.002 0.15
H 1.934804 1.338075 -4.447202 -0.004 0.000 -0.001 0.15
H -1.545477 0.933838 -3.503817 0.001 -0.014 0.012 0.11
H -0.002886 1.666102 -3.060466 -0.003 0.003 -0.012 0.11
H -1.764569 -1.989200 -3.656510 0.002 0.005 0.011 0.12
H -0.354872 -3.004446 -3.317921 0.000 0.004 0.006 0.12
H 2.199989 -1.773686 -2.593053 0.015 0.003 -0.008 0.11
H 2.334282 -0.015152 -2.501211 0.013 -0.006 -0.007 0.11
F 2.015434 -6.584374 6.368178 -0.022 0.008 0.012 0.18
C 2.828700 -6.504254 5.314010 0.027 -0.013 0.015 -0.60
F 4.041349 -6.156127 5.734779 0.007 0.006 -0.001 0.18
F 2.901929 -7.709354 4.745002 -0.001 -0.012 -0.017 0.18
C 2.273796 -5.502002 4.313933 -0.008 0.012 -0.009 -0.03
C 1.000685 -5.745210 3.792532 -0.004 0.011 -0.011 0.04
C 0.462620 -4.866951 2.885750 -0.013 -0.029 0.012 0.04
C 1.211241 -3.728445 2.497831 -0.013 0.049 -0.034 -0.22
C 2.497947 -3.496454 3.036568 0.029 0.016 0.003 0.04
C 3.022701 -4.387803 3.943086 -0.011 -0.003 -0.004 0.04
C 0.672818 -2.826791 1.597981 -0.023 -0.113 0.074 0.00
C 0.169666 -2.035556 0.775017 0.054 0.112 -0.105 -0.20
H 0.448622 -6.620887 4.106570 -0.002 -0.002 -0.001 0.15
H -0.520814 -5.031537 2.467873 -0.003 -0.002 0.005 0.13
H 3.055681 -2.620566 2.735043 0.004 -0.002 0.002 0.13
H 4.003539 -4.230858 4.368300 0.001 0.001 0.002 0.14
```
Forces are in eV/Å.

Summary:
**Spin multiplicity**: 2
**⟨S²⟩**: 0.77
**E_HOMO (alpha / beta)**: -16.37 / -16.36 eV
**Frontier orbital gap (alpha / beta)**: 5.7199 / 5.6097 eV
**Total charge**: +3
**Relative energy (zero: lowest compared OMol25 entry of this formula, charge and spin)**: 7.47 kcal per mole

# 3
C9H18AlEuI3NO2 as an isolated structure in a non-equilibrium geometry. Source: the OMol25 dataset; level of theory: ωB97M-V with the def2-TZVPD basis set.

Structure (XYZ):
```
35
Properties=species:S:1:pos:R:3:forces:R:3:lowdin_charge:R:1
C 2.675464 -3.216312 0.667288 -0.022 -0.096 -0.738 -0.19
C 1.823164 -2.029043 0.894068 0.626 -0.297 1.277 -0.71
I 0.792802 -1.499557 -1.024505 -0.520 0.094 0.033 1.00
C 1.511096 -1.245541 1.877414 -0.497 0.488 -0.681 -0.77
I 2.427934 -1.660539 3.688135 0.142 -0.046 0.233 0.97
Al 0.291064 0.428420 1.740747 -0.077 0.591 0.650 -0.34
I -0.430383 1.069640 4.126230 -0.009 -0.159 -0.349 0.39
C 1.295019 1.978143 1.015734 0.200 -0.630 -0.304 -0.24
C 1.961432 1.875554 -0.364095 -0.034 0.453 0.022 -0.30
C 0.940877 2.023777 -1.487412 0.177 -0.087 -0.068 -0.31
N 1.378981 1.496961 -2.805608 0.041 -0.107 0.052 -0.04
O -1.039761 -0.095229 0.721753 0.212 0.010 0.305 -0.36
C -2.244582 0.626148 0.701405 -0.200 -0.110 -0.127 -0.28
C -3.381227 -0.317254 0.372182 0.092 -0.065 0.017 -0.42
C -3.131357 -1.050613 -0.940951 -0.107 -0.042 0.082 -0.06
O -4.623382 0.357741 0.354680 -0.147 0.049 0.023 -0.02
H 3.382033 -3.290933 1.483496 0.042 -0.066 0.259 0.04
H 2.083960 -4.123224 0.593523 -0.101 -0.215 0.136 0.09
H 3.244459 -3.121614 -0.253516 0.182 0.040 -0.101 0.05
H 2.058219 2.220098 1.751295 0.090 0.129 0.224 0.06
H 0.617985 2.830869 0.986893 -0.158 0.184 0.161 0.07
H 2.668102 2.697852 -0.465798 0.290 0.028 -0.116 0.11
H 2.553137 0.965578 -0.486278 -0.022 -0.270 0.046 0.07
H 0.755056 3.083509 -1.619932 -0.228 0.207 0.012 0.11
H 0.003867 1.564542 -1.178838 -0.175 -0.155 -0.059 0.07
H 2.284341 1.055378 -2.701178 0.190 0.076 -0.004 0.03
H 0.734921 0.774470 -3.104292 -0.186 0.057 -0.134 -0.02
H -2.459961 1.114707 1.652044 0.055 0.044 0.208 0.09
H -2.216380 1.410331 -0.067052 0.056 0.144 -0.163 0.12
H -3.430039 -1.036959 1.184702 -0.146 -0.192 0.106 0.15
H -2.615067 -1.990043 -0.769825 0.234 -0.110 -0.002 0.05
H -2.545660 -0.428372 -1.616263 0.099 0.095 -0.198 0.06
H -4.082217 -1.276224 -1.408586 -0.202 -0.042 -0.086 0.08
H -4.487222 1.277213 0.113209 0.000 0.131 -0.059 0.09
Eu 1.203325 -2.469472 -3.630671 0.104 -0.130 -0.658 1.34
```
Forces are in eV/Å.

Summary:
**Spin multiplicity**: 8
**⟨S²⟩**: 15.76
**E_HOMO (alpha / beta)**: -10.26 / -10.26 eV
**Frontier orbital gap (alpha / beta)**: 3.7447 / 3.9434 eV
**Total charge**: +1

# 4
C2CuF3NO3S2 as an isolated structure in a non-equilibrium geometry. Source: the OMol25 dataset; level of theory: ωB97M-V with the def2-TZVPD basis set.

Structure (XYZ):
```
12
Properties=species:S:1:pos:R:3:forces:R:3:nbo_charge:R:1
N 0.912971 1.421995 1.593162 0.010 -0.767 -0.444 -1.04
S 0.407770 2.673316 0.432787 -0.628 -1.445 -0.679 -0.47
S 0.909043 -0.094012 1.219248 -1.282 0.881 -0.858 1.27
C 2.034750 -0.330025 -0.362097 -0.578 0.523 0.730 0.72
F 1.432810 -0.042083 -1.532272 0.069 -0.011 -0.383 -0.36
F 3.135198 0.421093 -0.281156 0.296 0.049 -0.089 -0.34
F 2.426540 -1.611320 -0.440496 0.243 -0.519 -0.093 -0.36
O -3.804086 -1.645330 0.744882 1.558 -0.283 -0.712 -0.50
C -3.197764 -0.986412 -0.005644 -1.984 2.041 0.208 1.07
O -2.944796 -0.102748 -0.747217 0.541 -1.688 0.406 -0.57
O -0.376632 -0.599639 0.434816 0.801 0.461 0.301 -1.17
Cu -0.935802 0.895161 -1.056013 0.955 0.759 1.612 0.74
```
Forces are in eV/Å.

Summary:
**E_HOMO**: -2.89 eV
**Frontier orbital gap**: 5.4559 eV
**Total charge**: -1